1.
C39H104O39S13 | wB97M-V/def2-TZVPD

Structure (XYZ):
```
195
Properties=species:S:1:pos:R:3:forces:R:3
O 1.734636 -5.066102 -3.162171 -2.998 -0.555 -0.536
S 0.364604 -5.343292 -3.622057 1.074 1.550 0.275
O 0.083432 -6.466240 -4.468344 0.035 0.029 0.448
O -0.617038 -5.414820 -2.294411 2.205 0.339 -1.178
C -1.889294 -5.999140 -2.440002 -1.663 -0.512 1.082
C -2.783315 -5.262138 -1.416246 -0.261 0.491 -1.015
C -0.320125 -3.860140 -4.550570 0.333 -0.659 0.539
H -1.890072 -7.065155 -2.212577 0.491 -0.077 -0.016
H -2.279709 -5.923885 -3.454894 0.020 0.327 -0.042
H -2.516279 -5.354758 -0.363524 0.468 -0.085 -0.249
H -3.844724 -5.498285 -1.491978 0.013 -0.525 -0.216
H -2.737674 -4.219728 -1.731511 0.157 0.282 0.469
H -0.432646 -4.177949 -5.587119 -0.049 -0.159 0.188
H 0.335660 -2.989980 -4.521191 0.135 -0.308 0.356
H -1.279553 -3.588761 -4.110175 0.050 -0.139 -0.024
O 6.343320 -2.533271 4.573407 0.068 1.224 0.667
S 6.476757 -1.124947 4.866788 2.286 2.155 -0.131
O 7.553955 -0.556406 5.729933 -2.479 -1.725 -2.312
O 6.660106 -0.338654 3.382814 1.251 0.012 3.779
C 5.812534 -0.661125 2.332732 -0.202 -1.059 -0.831
C 6.693036 -1.237150 1.179735 -1.104 0.717 0.247
C 4.956280 -0.383173 5.442404 -0.411 -0.033 -0.077
H 5.222169 0.223898 2.095433 0.373 0.222 -0.509
H 5.059481 -1.340036 2.732863 -0.071 -0.633 -0.567
H 7.671963 -0.761348 1.121329 -0.119 0.289 0.352
H 6.173443 -0.963414 0.261485 0.068 -0.575 -0.290
H 6.881455 -2.306599 1.273967 -0.351 0.034 -0.058
H 4.925333 0.659149 5.125038 0.242 -0.147 -0.169
H 4.912956 -0.378203 6.531537 0.257 -0.375 -0.079
H 4.099520 -0.911244 5.023839 0.112 -0.040 -0.033
O -3.186795 2.813953 -2.785005 -1.855 -3.351 -1.813
S -3.701262 1.642735 -3.581217 0.338 2.169 1.890
O -2.834870 1.161784 -4.628716 -0.738 -0.361 0.664
O -4.086285 0.459388 -2.451960 0.262 0.898 -0.933
C -4.322378 -0.901284 -2.921291 1.279 -1.066 -0.383
C -4.677111 -1.853164 -1.751088 -0.344 1.440 0.739
C -5.407411 1.988498 -4.249219 1.201 -0.024 1.182
H -3.377312 -1.293386 -3.297078 0.325 0.242 -0.126
H -4.938374 -0.884748 -3.820391 -0.705 -0.094 0.445
H -5.586191 -1.533267 -1.241837 -0.259 -0.095 -0.181
H -3.912850 -1.747240 -0.981154 0.333 0.247 -0.089
H -4.717056 -2.932886 -1.894994 -0.115 0.246 -0.925
H -5.687292 1.187611 -4.933566 0.122 0.258 -0.015
H -5.395351 2.996155 -4.664648 0.176 -0.279 -0.296
H -6.035409 2.011697 -3.358612 -0.063 -0.115 -0.070
O 2.322370 1.150147 3.816652 0.293 2.142 -2.737
S 2.423938 2.106052 2.669099 -0.496 -0.126 1.488
O 3.228081 1.742196 1.483731 -2.164 0.949 2.266
O 0.823368 2.459553 2.185229 2.612 -0.018 -0.099
C -0.081658 2.888443 3.200111 -0.191 -1.684 2.271
C -1.440849 2.362657 2.882075 -0.908 0.181 -1.041
C 2.949269 3.817250 3.408171 0.499 -1.867 -0.328
H -0.150307 3.932699 3.504907 0.579 0.412 -1.156
H 0.162314 2.390860 4.138728 0.622 -0.112 0.157
H -2.171518 2.844358 3.531836 -0.102 0.291 -0.253
H -1.653464 1.297531 2.973798 0.778 -0.179 0.160
H -1.588392 2.606477 1.829989 -0.695 0.216 -0.056
H 2.120659 4.245905 3.971878 -0.087 0.045 -0.644
H 3.454542 4.408570 2.644529 -0.785 0.072 -0.186
H 3.726946 3.592382 4.138074 -0.050 -0.458 0.009
O 4.986004 2.129265 -5.584285 -0.757 -1.710 -1.263
S 4.457319 1.016694 -6.377925 -0.339 1.075 -1.334
O 4.975846 -0.316049 -6.265196 -0.304 0.814 0.283
O 2.857376 0.924374 -6.186581 0.505 -0.134 0.798
C 2.180645 2.097089 -5.718329 -1.502 -0.220 1.434
C 0.750653 1.715319 -5.238814 0.889 0.158 -0.699
C 4.325351 1.406062 -8.180098 0.648 0.128 0.835
H 2.113417 2.855409 -6.498415 0.175 -0.035 -0.073
H 2.651169 2.503823 -4.823192 0.603 0.042 -0.359
H 0.186324 1.345566 -6.094915 -0.336 0.141 0.240
H 0.332273 2.625414 -4.808943 -0.356 0.051 -0.319
H 0.716751 0.982157 -4.432955 0.378 -0.168 -0.145
H 5.341743 1.513673 -8.558880 -0.117 -0.047 -0.087
H 3.757559 2.321665 -8.345573 0.177 0.089 0.349
H 3.784278 0.598869 -8.673848 0.271 -0.175 0.320
O -3.703091 9.028819 0.151201 0.322 -1.103 -3.005
S -3.708588 8.520209 -1.234797 -0.223 0.918 -1.263
O -4.223824 9.339608 -2.368697 0.926 -1.788 2.849
O -2.140767 8.145394 -1.636260 -0.888 0.182 1.428
C -1.883778 7.511846 -2.871924 1.111 -0.179 -2.084
C -0.614043 8.087980 -3.534272 0.081 1.697 0.077
C -4.451048 6.835651 -1.286713 0.824 0.911 -0.103
H -2.739967 7.612227 -3.538983 0.030 0.535 -0.110
H -1.697169 6.438413 -2.903764 -0.313 -0.390 1.400
H 0.360309 8.022648 -3.050044 -0.347 -0.976 0.665
H -0.662191 9.176657 -3.557846 -0.600 0.223 -0.369
H -0.441504 7.763866 -4.560569 -0.452 -0.252 -0.007
H -4.534896 6.487708 -2.316280 -0.320 0.484 -0.044
H -5.406936 6.916516 -0.769177 0.192 -0.277 -0.044
H -3.698559 6.180253 -0.848186 -0.277 0.090 0.617
O 2.279657 -3.829468 5.903710 -1.197 1.208 -1.571
S 1.696946 -3.070280 4.799997 -1.491 0.216 0.046
O 2.591670 -2.404549 3.857017 -1.498 -1.025 1.013
O 0.631111 -4.007675 3.902815 2.067 1.394 -0.056
C -0.264838 -4.941969 4.493431 -0.128 -0.284 0.303
C 0.403780 -6.162770 5.069195 -0.824 0.171 0.912
C 0.393151 -1.772593 5.360122 0.949 -0.294 -0.029
H -0.905454 -5.339053 3.706003 0.205 0.478 -0.634
H -0.976758 -4.409927 5.124465 0.286 -0.060 0.535
H 1.035011 -6.636307 4.317265 0.059 -0.066 0.330
H -0.452653 -6.785125 5.328611 0.058 -0.626 -0.258
H 0.861720 -6.000234 6.044894 0.570 0.171 -0.387
H 0.664157 -0.806860 4.933473 0.574 -0.144 -0.010
H 0.390371 -1.701742 6.447813 0.167 -0.202 -0.089
H -0.619019 -1.937965 4.990991 0.220 -0.758 -0.074
O 5.572471 -2.131863 -2.828790 -0.710 0.593 0.630
S 4.258836 -2.034560 -2.242680 -0.795 -0.758 -0.493
O 3.954817 -2.881379 -1.093037 0.071 1.694 -1.422
O 3.840447 -0.477817 -1.857520 0.134 -1.867 0.303
C 4.353461 0.565093 -2.663228 0.465 1.117 -1.061
C 5.728810 0.956878 -2.256576 0.964 -0.336 0.828
C 3.087859 -2.257975 -3.618006 -0.563 0.016 0.782
H 3.684960 1.423357 -2.595427 -0.357 -0.155 0.449
H 4.407291 0.379187 -3.735910 -0.348 -0.850 0.027
H 6.387615 0.090248 -2.311555 0.038 0.001 -0.316
H 5.752052 1.220508 -1.199200 -0.048 0.485 -0.003
H 6.138285 1.737929 -2.897194 -0.131 0.094 0.140
H 3.189645 -1.416822 -4.303722 0.625 -0.352 -0.218
H 2.050544 -2.199776 -3.288327 0.194 0.017 0.691
H 3.185514 -3.262756 -4.029087 0.535 0.274 -0.162
O -7.289666 3.503061 -0.635954 -0.514 -0.923 1.250
S -8.005749 2.626748 0.284579 -0.627 -0.319 -0.973
O -9.270754 2.041668 -0.199611 2.840 0.630 1.499
O -6.959037 1.401731 0.770530 -2.043 1.223 -0.704
C -5.606052 1.756744 1.092825 1.028 -0.110 0.391
C -5.123393 0.820631 2.214439 -0.361 0.394 0.257
C -8.259352 3.479650 1.895114 0.170 -0.177 -0.528
H -5.535057 2.799974 1.400582 -0.107 0.047 0.031
H -4.966796 1.654357 0.215922 -0.249 -0.077 -0.229
H -5.341776 1.241454 3.195930 -0.365 -0.028 0.032
H -4.044881 0.669308 2.259278 0.045 -0.006 -0.547
H -5.632584 -0.140822 2.147694 0.135 -0.028 -0.058
H -8.279311 2.696520 2.653009 0.112 0.179 -0.020
H -9.169155 4.077471 1.949672 -0.218 -0.431 -0.557
H -7.458852 4.208403 2.022443 0.290 -0.428 0.044
O -0.536314 -3.124061 0.347156 1.151 3.146 -1.766
S 0.042183 -1.938746 -0.355306 0.047 0.155 1.281
O 0.265908 -1.955444 -1.793370 -1.030 -0.097 1.159
O -0.882162 -0.561786 0.105611 0.820 -2.603 -0.560
C -1.182005 0.393546 -0.890442 0.021 2.200 -0.455
C 0.011436 1.259950 -1.320242 1.167 -0.308 -0.411
C 1.576630 -1.359450 0.426602 -1.291 -0.640 1.167
H -1.825705 1.119494 -0.393703 -0.378 -0.287 0.268
H -1.787666 0.020203 -1.716213 0.439 -0.407 -0.038
H 0.498490 1.788316 -0.500665 -0.281 -0.208 0.482
H -0.153491 2.051053 -2.051722 -0.972 -0.109 -0.054
H 0.812283 0.693922 -1.796011 0.018 -0.450 0.036
H 2.335236 -2.140803 0.380560 0.079 0.346 -0.496
H 1.283389 -1.262634 1.471941 -0.014 -0.164 0.222
H 1.826185 -0.338914 0.136231 0.147 -0.428 -0.690
O 3.461430 -6.859045 0.509103 -0.333 -0.104 -0.034
S 2.466871 -6.605843 1.506438 0.615 0.226 1.583
O 1.622389 -7.713151 1.969900 1.540 2.026 0.095
O 3.341407 -5.840691 2.791974 -2.881 -2.489 -1.437
C 4.239372 -4.818944 2.433159 1.236 1.518 0.383
C 5.506150 -5.088948 3.205209 0.297 -0.963 0.872
C 1.430864 -5.264036 0.970825 0.059 -0.783 0.135
H 3.867480 -3.890308 2.866081 -0.382 0.079 -0.571
H 4.429347 -4.686852 1.367998 -0.264 -0.394 -0.120
H 5.304173 -4.905243 4.260460 -0.004 0.175 0.054
H 6.408348 -4.523369 2.972280 -0.304 0.050 -0.399
H 5.695252 -6.162053 3.177190 0.372 -0.044 -0.367
H 0.915563 -5.724339 0.127803 0.125 0.464 -0.359
H 2.127369 -4.464791 0.717459 -0.349 0.024 -0.243
H 0.680635 -4.976187 1.707304 0.450 -0.044 0.117
O -5.147049 -2.333254 3.871801 -0.071 -0.430 0.268
S -3.762432 -2.618433 3.675248 0.835 -1.372 -1.591
O -2.796250 -1.601946 3.936650 0.243 -0.182 0.572
O -3.288099 -4.002035 4.492395 -0.259 2.703 -0.818
C -4.262283 -5.003967 4.546640 -1.421 -1.193 0.214
C -3.776790 -6.110720 5.419443 0.934 -0.534 0.562
C -3.424335 -3.203866 1.963389 0.088 0.094 1.353
H -4.556785 -5.403433 3.576172 0.407 0.213 -0.439
H -5.199919 -4.677145 4.996237 0.040 0.596 -0.089
H -4.317896 -7.028697 5.190033 -0.264 0.111 0.433
H -3.834150 -5.795086 6.461159 -0.379 -0.348 0.095
H -2.724952 -6.371618 5.302540 0.095 0.173 -0.490
H -3.695309 -2.414319 1.262476 -0.075 -0.115 0.150
H -3.928352 -4.154089 1.786948 -0.202 0.253 -0.054
H -2.346794 -3.368198 1.967117 -0.023 0.124 -0.195
O -1.414803 5.794561 0.313207 0.384 -0.180 0.063
S -0.055267 6.219760 0.492131 1.410 0.024 -0.964
O 0.862822 5.411409 1.297399 -1.315 1.274 -0.835
O 0.665441 6.397422 -1.021145 -0.210 0.496 1.571
C 0.944120 5.145793 -1.709151 -1.369 -1.297 2.230
C 1.636397 5.290259 -2.988397 -0.133 1.413 -0.632
C -0.061198 7.952839 1.027031 0.864 -0.550 0.380
H -0.049933 4.700540 -1.750594 0.082 -0.553 -0.520
H 1.576006 4.515150 -1.083768 -0.167 0.011 0.464
H 1.040121 5.966104 -3.601400 0.347 -0.055 -0.419
H 1.737892 4.327636 -3.489554 0.139 0.061 0.161
H 2.594328 5.749310 -2.743944 0.224 -0.105 -0.596
H 0.986051 8.244945 1.104818 -0.001 0.128 -0.499
H -0.385451 7.979451 2.067355 -0.424 -0.417 -0.092
H -0.675438 8.624992 0.427849 0.107 -0.462 -0.229
```
Forces are in eV/Å.

2S+1	1
relative energy (zero: lowest compared OMol25 entry of this formula, charge and spin)	660.4	kJ/mol
energy	-9658.78015	Ha
highest occupied orbital energy	-0.36104	hartree
orbital gap	9.6	eV

=====

2.
C4H16N3O | wB97M-V/def2-TZVPD

Structure (XYZ):
```
24
Properties=species:S:1:pos:R:3:forces:R:3
N -0.880406 1.068038 2.091851 -0.607 0.209 -0.482
C -2.093182 0.810332 1.234734 -1.985 -1.000 -0.493
C -1.749679 0.520224 -0.210997 2.471 1.789 -0.846
N -0.630944 -0.403790 -0.279509 -0.660 -0.679 0.063
C -0.284231 -0.854985 -1.611456 0.302 -0.706 -1.036
C 1.034304 -1.645789 -1.484797 -0.693 1.019 0.479
N 2.151336 -0.662630 -1.355811 0.351 -1.323 0.182
H -0.778533 2.059198 2.308762 0.098 0.009 -0.122
H -0.016604 0.763151 1.596525 0.248 0.246 0.563
H -0.941950 0.576989 2.982989 0.015 -0.098 -0.111
H -2.832202 1.615669 1.231727 0.532 0.275 0.521
H -2.625347 -0.049275 1.638174 0.282 -0.090 0.296
H -1.408552 1.497100 -0.630980 -0.121 -0.102 0.055
H -2.495354 0.259850 -0.954661 -0.795 -0.487 0.843
H 0.208834 0.061510 0.001025 0.021 0.236 0.206
H -1.037145 -1.515847 -2.060237 -0.132 0.229 0.392
H -0.169197 0.010956 -2.296820 0.089 -0.355 0.050
H 1.162003 -2.453323 -2.198282 0.110 0.333 -0.629
H 0.939724 -2.162704 -0.527539 0.221 0.045 0.080
H 2.953494 -1.270916 -1.180828 0.183 0.494 0.343
H 2.406827 -0.235935 -2.242448 -0.481 0.057 -0.114
H 1.814349 0.396381 0.302088 0.891 -0.020 -0.133
H 2.521604 1.339622 1.356956 -0.801 -0.531 -0.237
O 1.706244 0.821465 1.180611 0.462 0.451 0.131
```
Forces are in eV/Å.

2S+1	1
relative energy (zero: lowest compared OMol25 entry of this formula, charge and spin)	98.5	kJ/mol
energy	-401.25984	Ha
charge	+1
highest occupied orbital energy	-0.47068	hartree
orbital gap	9.8	eV

=====

3.
C13H31O14PS3 | wB97M-V/def2-TZVPD

Structure (XYZ):
```
62
Properties=species:S:1:pos:R:3:forces:R:3
C 0.880405 1.725179 0.056297 -0.089 -1.297 -0.601
C -0.074786 1.997244 -1.136150 0.195 1.262 0.480
C -1.588572 1.901945 -0.795221 0.463 -0.719 -0.889
C -2.002723 0.686991 0.083294 -0.627 0.601 0.570
O -2.774143 -0.286763 -0.606491 0.035 -0.302 -0.150
P -1.790973 -1.459759 -1.405855 0.370 -0.629 -0.687
C -0.566404 -2.671269 -2.295704 0.356 0.409 0.419
C 0.481604 -1.839430 -3.059516 0.482 -1.210 -0.326
C 1.817553 -2.596371 -3.347345 0.030 0.885 0.113
O -0.079577 -1.439805 -4.321619 -0.274 -0.147 0.420
H 0.505955 2.075635 1.029381 0.138 0.274 -0.396
H 1.901294 2.072082 -0.168451 -0.394 0.166 0.248
H 0.969879 0.623341 0.151483 0.063 0.447 0.164
H 0.107414 3.042085 -1.456507 -0.105 -0.411 -0.018
H 0.221449 1.384854 -2.004036 -0.221 -0.040 0.419
H -2.116693 1.778801 -1.761405 0.067 0.105 0.426
H -1.945284 2.865751 -0.400196 0.188 -0.462 0.254
H -1.159065 0.169742 0.578014 -0.015 0.397 -0.213
H -2.642344 1.076596 0.889582 0.260 -0.313 -0.230
H -1.159267 -1.817165 -0.179939 -0.218 0.435 -0.124
H -2.927920 -2.216263 -1.786768 0.081 0.458 0.303
H -1.353992 -0.436600 -2.299919 -0.066 -0.179 0.284
H -1.084449 -3.417836 -2.919136 0.288 0.406 -0.129
H -0.032393 -3.227200 -1.504273 -0.330 0.142 -0.350
H 0.757766 -0.932502 -2.487014 -0.331 -0.325 0.036
H 2.049816 -3.356782 -2.588977 -0.111 0.154 -0.329
H 1.813658 -2.999130 -4.369918 -0.196 -0.183 0.456
H 2.623889 -1.839954 -3.325803 -0.126 -0.426 -0.007
H 0.147577 -0.525730 -4.454706 0.098 0.474 -0.274
O -4.234423 2.450955 1.691213 -0.535 0.478 0.093
S -5.313483 3.094238 1.014959 -0.104 -0.165 -0.349
O -5.894961 4.309641 1.480242 0.474 -0.483 -0.085
O -6.481181 2.003547 0.788249 0.601 0.220 0.040
C -6.762844 1.875942 -0.608978 -0.235 0.282 -0.396
C -5.456221 2.210201 -1.304585 0.181 -0.684 -0.044
O -4.899462 3.282326 -0.533848 -0.471 0.194 0.508
H -7.546090 2.592226 -0.868192 0.011 -0.023 -0.011
H -7.103903 0.868112 -0.833396 0.072 -0.039 0.235
H -5.601252 2.520227 -2.336584 0.059 0.254 0.099
H -4.760551 1.366399 -1.270632 -0.040 -0.014 -0.013
O 0.116496 -3.874052 0.890533 0.593 0.272 -0.182
S 1.517553 -3.602276 0.869380 0.164 -0.253 0.248
O 2.057306 -2.418675 0.284076 -0.485 -0.342 0.262
O 2.272187 -4.885920 0.246833 -0.479 0.316 0.354
C 3.226271 -5.392254 1.186020 0.506 0.126 0.180
C 2.664098 -5.032394 2.548566 -0.236 -0.517 0.030
O 2.090306 -3.732901 2.373175 0.133 0.184 -0.654
H 4.181654 -4.893994 1.007058 -0.009 -0.026 0.024
H 3.347359 -6.465315 1.058313 -0.185 0.035 -0.160
H 3.428084 -5.008932 3.321468 -0.043 0.259 -0.012
H 1.868012 -5.720158 2.843650 0.053 -0.021 -0.001
O 5.968440 4.273075 1.542922 0.084 -0.422 0.539
S 5.662896 3.525376 2.718972 -0.167 0.017 -0.029
O 6.653689 3.181260 3.684483 -0.320 0.323 -0.474
O 4.876451 2.185948 2.275094 0.103 0.634 -0.044
C 3.598324 2.139579 2.915819 -0.240 -0.169 0.468
C 3.210923 3.589870 3.130924 -0.261 -0.003 -0.499
O 4.433942 4.243309 3.484008 0.449 -0.481 0.027
H 3.710843 1.614513 3.867239 -0.034 0.020 -0.008
H 2.881096 1.610088 2.292145 0.193 -0.002 -0.162
H 2.472376 3.711756 3.919341 0.201 0.104 0.126
H 2.836387 4.040593 2.208433 -0.044 -0.048 0.021
```
Forces are in eV/Å.

2S+1	1
energy	-3103.05117	Ha
highest occupied orbital energy	-0.32638	hartree
orbital gap	9.1	eV

=====

no.,strongest force on any atom (hartree/bohr)
1,0.082
2,0.062
3,0.028